Entry 1:
DFT (the ωB97M-V functional and the def2-TZVPD basis) results for one molecule with the formula FH11Si6.

The geometry in XYZ format:
```
18
Properties=species:S:1:pos:R:3
H -4.158 0.018 -0.037
Si -2.686 0.207 0.679
Si -1.564 1.502 -0.784
H 3.733 0.424 0.414
H 3.598 -2.859 -0.468
Si 2.318 0.094 0.485
Si 0.665 1.779 -0.262
F -0.338 -1.626 -0.129
H 1.666 -2.833 -1.672
H -1.893 0.982 -2.348
Si 2.557 -1.919 -0.688
H -2.924 0.949 1.885
H -2.020 2.967 -0.892
H 1.557 2.567 -1.108
H 0.703 2.769 0.866
H -1.376 -2.599 1.718
H 2.102 -0.384 1.873
Si -1.942 -2.037 0.468
```

The calculation puts the HOMO-LUMO gap (alpha / beta) at 8.880 / 4.128 eV. The value obtained for the relative energy (zero: lowest compared OMol25 entry of this formula, charge and spin) is 328.4 kJ/mol. The calculation puts the highest occupied orbital energy (alpha / beta) at -9.259 / -6.561 eV. For the total energy, the calculation gives -1843.20427 hartree.

Charges obtained by Mulliken population analysis, quoted in units of e: -0.067, 0.163, 0.170, -0.153, -0.103, 0.276, 0.264, -0.150, -0.053, -0.042, 0.118, -0.105, -0.093, -0.142, -0.106, -0.049, -0.114, 0.186

***

Entry 2:
DFT (the ωB97M-V functional and the def2-TZVPD basis) results for a 8-piece molecular cluster, FH14O7 overall.

The geometry in XYZ format:
```
22
Properties=species:S:1:pos:R:3
F 0.138 -0.430 0.536
O -2.204 0.689 -2.897
H 3.054 0.808 -3.821
O 2.895 1.752 -3.839
O 4.497 0.587 1.090
H 4.406 1.352 1.658
H -1.504 0.562 -2.258
H -5.669 0.244 3.060
H -2.176 -0.095 -3.445
O 2.534 -3.318 -2.348
H -4.371 0.589 2.361
H -2.235 -3.179 3.221
H 3.611 0.230 1.025
H -0.156 3.828 2.670
H -1.702 -2.900 1.832
H 2.320 -4.249 -2.302
O -0.400 3.907 1.748
O -5.156 0.986 2.738
H 2.650 1.971 -2.941
O -2.263 -3.502 2.321
H 1.895 -2.896 -1.774
H -0.164 3.063 1.364
```

The calculation puts the HOMO-LUMO gap at 7.661 eV. The value obtained for the relative energy (zero: lowest compared OMol25 entry of this formula, charge and spin) is 265.6 kJ/mol. The charge is -1. The calculation puts the highest occupied orbital energy at -4.612 eV. For the total energy, the calculation gives -634.96138 hartree.

Charges obtained by Mulliken population analysis, quoted in units of e: -0.978, -0.667, 0.323, -0.655, -0.672, 0.304, 0.361, 0.310, 0.302, -0.661, 0.342, 0.301, 0.363, 0.304, 0.375, 0.303, -0.669, -0.651, 0.332, -0.683, 0.356, 0.361

***

Entry 3:
DFT (the ωB97M-V functional and the def2-TZVPD basis) results for FH2HgO as an isolated structure.

The geometry in XYZ format:
```
5
Properties=species:S:1:pos:R:3
H 1.230 -0.682 0.036
Hg 0.079 0.819 -0.460
F 2.192 -0.430 -0.232
H -2.174 0.357 0.409
O -1.327 -0.065 0.247
```

The calculation puts the HOMO-LUMO gap at 9.301 eV. The charge is +1. The calculation puts the highest occupied orbital energy at -17.789 eV. For the total energy, the calculation gives -329.29141 hartree.

Charges obtained by Mulliken population analysis, quoted in units of e: 0.478, 1.147, -0.370, 0.373, -0.628

***

Entry 4:
DFT (the ωB97M-V functional and the def2-TZVPD basis) results for a 2-piece molecular cluster, FH2IP2 overall.

The geometry in XYZ format:
```
6
Properties=species:S:1:pos:R:3
H -0.622 0.483 -0.774
H 0.173 -0.559 0.779
I 4.159 -0.321 0.154
P 2.440 1.015 -0.802
F -1.304 -1.614 -0.512
P 0.084 -0.714 -0.613
```

The calculation puts the HOMO-LUMO gap (alpha / beta) at 6.460 / 6.417 eV. The value obtained for the relative energy (zero: lowest compared OMol25 entry of this formula, charge and spin) is 212.9 kJ/mol. The calculation puts the highest occupied orbital energy (alpha / beta) at -8.409 / -8.623 eV. For the total energy, the calculation gives -1081.39820 hartree.

Charges obtained by Mulliken population analysis, quoted in units of e: 0.056, 0.068, 0.067, -0.025, -0.318, 0.152

***

Entry 5:
DFT (the ωB97M-V functional and the def2-TZVPD basis) results for FH2IP2 as an isolated structure.

The geometry in XYZ format:
```
6
Properties=species:S:1:pos:R:3
I 2.106 2.235 1.396
F 1.315 -0.399 -1.011
H -2.385 -1.152 0.259
H -0.097 1.076 -0.626
P 0.161 -0.032 -0.003
P -1.100 -1.728 -0.015
```

The calculation puts the HOMO-LUMO gap (alpha / beta) at 7.221 / 5.986 eV. The value obtained for the relative energy (zero: lowest compared OMol25 entry of this formula, charge and spin) is 231.3 kJ/mol. The calculation puts the highest occupied orbital energy (alpha / beta) at -9.398 / -8.817 eV. For the total energy, the calculation gives -1081.39120 hartree.

Charges obtained by Mulliken population analysis, quoted in units of e: -0.112, -0.195, 0.064, 0.096, 0.218, -0.072

***

Entry 6:
DFT (the ωB97M-V functional and the def2-TZVPD basis) results for a 2-piece molecular cluster, FH2NOS2 overall.

The geometry in XYZ format:
```
7
Properties=species:S:1:pos:R:3
N -0.250 1.126 -0.204
S -0.077 -1.551 1.410
O 0.143 -1.069 -1.394
S 0.427 -0.564 -0.062
H -1.651 0.705 -0.634
H 1.779 -0.357 -0.048
F -0.371 1.709 0.932
```

The calculation puts the HOMO-LUMO gap (alpha / beta) at 6.804 / 7.176 eV. The value obtained for the relative energy (zero: lowest compared OMol25 entry of this formula, charge and spin) is 105.6 kJ/mol. The expectation value of S² is 2.01. Its spin multiplicity is 3. The calculation puts the highest occupied orbital energy (alpha / beta) at -6.896 / -10.779 eV. For the total energy, the calculation gives -1027.07722 hartree.

Charges obtained by Mulliken population analysis, quoted in units of e: -0.012, -0.167, -0.448, 0.429, 0.028, 0.196, -0.027

***

Entry 7:
DFT (the ωB97M-V functional and the def2-TZVPD basis) results for one molecule with the formula FH2O2P.

The geometry in XYZ format:
```
6
Properties=species:S:1:pos:R:3
O 1.087 0.205 -0.034
O -0.734 1.605 -0.003
F 1.838 -0.980 0.028
H -0.505 -0.616 -1.186
H -1.159 -0.394 1.209
P -0.526 0.181 -0.014
```

The calculation puts the HOMO-LUMO gap at 11.698 eV. The value obtained for the relative energy (zero: lowest compared OMol25 entry of this formula, charge and spin) is 583.3 kJ/mol. As for the structure (SMILES): O=[PH2]OF. The calculation puts the highest occupied orbital energy at -11.575 eV. For the total energy, the calculation gives -592.75936 hartree.

Charges obtained by Mulliken population analysis, quoted in units of e: -0.105, -0.497, -0.142, 0.089, 0.101, 0.554

***

Entry 8:
DFT (the ωB97M-V functional and the def2-TZVPD basis) results for one molecule with the formula FH2O3PS.

The geometry in XYZ format:
```
8
Properties=species:S:1:pos:R:3
H -0.464 0.122 -0.621
H 0.550 0.632 1.062
F 0.375 -0.969 2.763
O -0.171 -3.228 2.010
O 0.907 -1.501 0.263
S -0.293 -1.885 1.624
O -1.510 -1.269 1.265
P 0.877 0.058 -0.190
```

The calculation puts the HOMO-LUMO gap at 9.845 eV. The value obtained for the relative energy (zero: lowest compared OMol25 entry of this formula, charge and spin) is 175.2 kJ/mol. As for the structure (SMILES): O=S(=O)(F)OP. The calculation puts the highest occupied orbital energy at -10.295 eV. For the total energy, the calculation gives -1066.27656 hartree.

Charges obtained by Mulliken population analysis, quoted in units of e: 0.060, 0.049, -0.187, -0.465, -0.306, 1.206, -0.444, 0.087

***

Entry 9:
DFT (the ωB97M-V functional and the def2-TZVPD basis) results for one molecule with the formula FH2OP.

The geometry in XYZ format:
```
5
Properties=species:S:1:pos:R:3
O 2.096 0.803 -0.052
P -0.010 0.935 -0.002
H -0.370 -0.167 0.573
H 0.043 0.247 -1.338
F 2.390 -0.553 0.034
```

The calculation puts the HOMO-LUMO gap at 9.729 eV. The value obtained for the relative energy (zero: lowest compared OMol25 entry of this formula, charge and spin) is 586.3 kJ/mol. As for the structure (SMILES): FOP. The calculation puts the highest occupied orbital energy at -10.637 eV. For the total energy, the calculation gives -517.45866 hartree.

Charges obtained by Mulliken population analysis, quoted in units of e: -0.272, 0.216, 0.075, 0.105, -0.123

***

Entry 10:
DFT (the ωB97M-V functional and the def2-TZVPD basis) results for FH2ORh as an isolated structure.

The geometry in XYZ format:
```
5
Properties=species:S:1:pos:R:3
F 0.317 -0.977 -2.233
H -0.775 -0.396 1.073
O -0.210 0.344 0.743
H 0.303 0.680 1.489
Rh 0.365 0.349 -1.072
```

The calculation puts the HOMO-LUMO gap (alpha / beta) at 13.368 / 9.521 eV. The value obtained for the relative energy (zero: lowest compared OMol25 entry of this formula, charge and spin) is 12.9 kJ/mol. The expectation value of S² is 6.01. Its spin multiplicity is 5. The charge is +2. The calculation puts the highest occupied orbital energy (alpha / beta) at -25.561 / -26.238 eV. For the total energy, the calculation gives -285.83615 hartree.

Charges obtained by Mulliken population analysis, quoted in units of e: -0.296, 0.443, -0.597, 0.420, 2.030